The following is a quantum chemistry calculation of C14H28ClNO4Si2TeTl as an isolated structure, from the OMol25 dataset.

Output
Charge ... +1
E_LUMO (spin up / spin down) ... -3.926 / -5.906 eV
Electronic energy ... -64903.610 eV
Energy above the lowest of the compared OMol25 structures with the same formula, charge and spin ... 57.96 kJ/mol
HOMO level (spin up / spin down) ... -0.440 / -0.417 Eh

Geometry as XYZ:
```
52
C14H28ClNO4Si2TeTl | the OMol25 dataset | ωB97M-V with the def2-TZVPD basis set
Tl -0.45 1.07 -1.10
C -1.89 -2.13 -1.92
Si -2.03 -2.40 -0.08
C -0.42 -3.11 0.56
C -3.46 -3.55 0.32
C -2.37 -0.77 0.81
C -1.35 -0.38 1.81
C -1.57 -0.63 3.17
C -0.55 -0.37 4.07
C 0.65 0.15 3.61
C 0.78 0.40 2.26
N -0.20 0.15 1.38
Si -3.90 0.31 0.64
C -3.48 1.99 1.34
C -5.31 -0.49 1.57
C -4.33 0.46 -1.18
H -1.69 -3.09 -2.41
H -1.05 -1.47 -2.17
H -2.80 -1.72 -2.36
H -0.14 -4.00 -0.01
H -0.49 -3.39 1.62
H 0.38 -2.37 0.46
H -3.27 -4.54 -0.09
H -4.39 -3.18 -0.10
H -3.58 -3.65 1.40
H -2.52 -1.04 3.49
H -0.70 -0.57 5.12
H 1.47 0.36 4.29
H 1.69 0.82 1.85
H -3.19 1.93 2.39
H -4.34 2.67 1.27
H -2.65 2.46 0.79
H -5.10 -0.55 2.64
H -5.50 -1.50 1.20
H -6.22 0.09 1.44
H -3.45 0.62 -1.81
H -5.00 1.31 -1.34
H -4.85 -0.43 -1.55
C 2.93 -3.80 -1.50
Te 3.06 -2.56 0.19
C 3.55 -4.18 1.47
H 2.26 -4.63 -1.26
H 3.93 -4.18 -1.72
H 2.56 -3.21 -2.33
H 4.39 -4.72 1.04
H 2.69 -4.84 1.54
H 3.81 -3.80 2.45
O 2.05 1.00 -2.71
Cl 2.38 -0.01 -1.76
O 3.63 -0.65 -2.04
O 1.32 -1.04 -1.76
O 2.40 0.56 -0.42
```

The following is a quantum chemistry calculation of a 11-piece molecular cluster, C38H105N8O14 overall in a non-equilibrium geometry, from the OMol25 dataset.

Output
Charge ... +5
E_LUMO ... -7.845 eV
Electronic energy ... -81647.257 eV
Energy above the lowest of the compared OMol25 structures with the same formula, charge and spin ... 0.00 kJ/mol
HOMO level ... -0.573 Eh

Geometry as XYZ:
```
165
C38H105N8O14 | the OMol25 dataset | ωB97M-V with the def2-TZVPD basis set
C 16.81 7.56 16.63
C 15.80 8.67 16.60
C 16.32 10.01 16.15
O 15.16 10.90 16.08
C 15.62 12.13 15.41
N 14.57 8.31 15.76
H 14.73 8.16 14.76
H 14.11 7.49 16.16
H 13.96 9.13 15.79
H 16.33 6.70 17.05
H 17.75 7.85 17.16
H 17.19 7.27 15.68
H 15.26 8.87 17.53
H 16.83 10.01 15.15
H 16.98 10.45 16.89
H 16.54 12.47 15.94
H 14.89 12.91 15.54
H 15.69 11.82 14.36
C 20.89 11.76 11.04
C 20.51 12.93 11.94
C 19.70 12.44 13.10
O 19.23 13.41 14.00
C 19.93 13.41 15.21
N 21.75 13.57 12.48
H 22.43 13.80 11.72
H 22.18 15.28 13.77
H 22.11 12.77 13.00
H 21.89 11.95 10.60
H 20.13 11.53 10.29
H 21.04 10.84 11.65
H 19.99 13.69 11.34
H 20.36 11.85 13.76
H 18.81 11.92 12.81
H 19.57 12.55 15.79
H 19.69 14.40 15.75
H 20.98 13.31 15.00
C 11.47 16.98 7.68
C 12.91 17.35 8.08
C 12.96 18.40 9.26
O 12.39 17.77 10.36
C 12.55 18.55 11.59
N 13.57 16.14 8.58
H 15.09 16.20 9.05
H 13.16 15.99 9.50
H 13.31 15.38 7.98
H 10.95 16.36 8.37
H 11.43 16.54 6.69
H 10.89 17.91 7.61
H 13.47 17.83 7.28
H 12.41 19.27 8.95
H 14.01 18.59 9.48
H 12.01 19.44 11.39
H 13.59 18.84 11.70
H 12.21 17.94 12.41
C 16.62 24.00 17.52
C 17.93 23.22 17.61
C 18.60 22.88 16.28
O 20.04 22.63 16.57
C 20.95 22.51 15.50
N 18.92 24.14 18.32
H 18.81 25.15 18.14
H 18.87 24.12 19.32
H 19.88 23.96 17.99
H 16.77 25.02 17.14
H 16.16 23.95 18.52
H 15.89 23.55 16.82
H 17.86 22.28 18.14
H 18.58 23.72 15.57
H 18.15 21.98 15.83
H 20.94 23.43 14.98
H 20.58 21.68 14.91
H 21.91 22.34 15.98
C 6.92 18.74 12.17
C 6.86 17.32 12.73
C 7.70 17.03 13.95
O 9.08 17.27 13.62
C 9.73 18.29 14.43
N 5.33 17.03 13.12
H 5.14 17.67 13.89
H 4.68 17.20 12.35
H 5.20 16.09 13.54
H 6.36 18.89 11.23
H 7.98 19.01 11.91
H 6.66 19.62 12.84
H 7.04 16.49 12.03
H 7.59 15.97 14.21
H 7.45 17.68 14.81
H 9.66 18.11 15.51
H 9.39 19.26 14.18
H 10.80 18.21 14.22
C 16.38 14.94 21.64
C 17.00 16.23 22.12
C 17.11 17.47 21.15
O 15.78 18.00 20.91
C 15.54 18.11 19.45
N 16.21 16.70 23.30
H 16.57 17.55 23.73
H 15.27 16.98 23.07
H 16.15 15.93 23.99
H 15.30 15.03 21.44
H 16.53 14.11 22.35
H 16.80 14.61 20.68
H 18.01 16.04 22.49
H 17.51 17.07 20.26
H 17.83 18.19 21.54
H 14.48 18.26 19.45
H 15.90 17.23 18.89
H 16.04 18.98 18.99
C 18.89 19.02 6.59
C 18.88 19.57 8.02
C 19.92 18.97 8.88
O 19.82 19.81 10.11
C 20.87 19.55 11.02
N 19.05 21.08 7.93
H 19.63 21.43 7.20
H 18.14 21.48 7.75
H 19.32 21.50 8.86
H 18.15 19.45 5.96
H 18.68 17.97 6.70
H 19.87 19.14 6.16
H 17.91 19.45 8.48
H 20.91 18.97 8.46
H 19.65 17.94 9.10
H 21.79 19.25 10.53
H 20.50 18.69 11.60
H 21.03 20.44 11.63
C 17.95 16.01 15.15
C 17.56 15.87 13.67
C 16.15 16.40 13.47
O 15.31 15.72 14.38
C 14.00 16.27 14.54
N 18.45 16.94 12.99
H 18.31 16.78 11.96
H 18.00 17.79 13.29
H 19.47 17.00 13.21
H 17.47 16.84 15.66
H 19.06 16.00 15.24
H 17.53 15.13 15.76
H 17.84 14.88 13.30
H 15.74 16.29 12.46
H 16.06 17.50 13.76
H 14.19 17.30 14.78
H 13.50 15.65 15.32
H 13.41 16.27 13.58
C 16.77 14.22 8.90
C 16.78 15.48 9.80
O 15.97 16.44 9.67
O 17.61 15.65 10.73
H 16.21 14.35 7.93
H 16.09 13.45 9.30
H 17.74 13.81 8.62
C 22.72 18.16 15.24
C 21.97 17.21 14.36
O 22.47 15.94 14.43
O 20.96 17.53 13.73
H 23.35 18.85 14.67
H 23.37 17.67 15.92
H 21.93 18.76 15.75
C 14.66 20.67 16.34
C 15.69 20.00 15.39
O 15.20 19.14 14.64
O 16.88 20.28 15.51
H 13.65 20.34 16.28
H 14.64 21.73 16.04
H 15.04 20.68 17.36
```

The following is a quantum chemistry calculation of a 2-piece molecular cluster, H3O4P overall in a non-equilibrium geometry, from the OMol25 dataset.

Output
Charge ... 0
E_LUMO (spin up / spin down) ... -0.915 / -1.283 eV
Electronic energy ... -17519.180 eV
Energy above the lowest of the compared OMol25 structures with the same formula, charge and spin ... 638.85 kJ/mol
HOMO level (spin up / spin down) ... -0.374 / -0.300 Eh

Geometry as XYZ:
```
8
H3O4P | the OMol25 dataset | ωB97M-V with the def2-TZVPD basis set
O -0.12 1.98 -0.75
O -1.38 -1.92 0.18
O 0.81 1.46 0.12
O -1.02 -0.60 0.16
P 1.35 0.11 -0.51
H -0.71 1.24 -0.85
H -1.10 -2.26 1.12
H 2.17 -0.01 0.54
```

The following is a quantum chemistry calculation of C12H19AlF3N2O2 as an isolated structure, from the OMol25 dataset.

Output
Charge ... -1
E_LUMO ... 2.712 eV
Electronic energy ... -34579.820 eV
HOMO level ... -0.195 Eh

Geometry as XYZ:
```
39
C12H19AlF3N2O2 | the OMol25 dataset | ωB97M-V with the def2-TZVPD basis set
C 2.99 -1.04 -1.77
C 1.57 -0.87 -1.22
C 0.93 0.50 -1.55
C 1.04 1.46 -0.33
Al -0.94 0.30 -2.26
C -2.22 -0.50 -0.89
C -3.65 -0.47 -1.48
O -3.90 -1.56 -2.32
C -4.78 -0.31 -0.42
F -5.53 0.78 -0.66
F -4.36 -0.22 0.85
F -5.64 -1.36 -0.45
O -1.61 2.03 -2.57
C -1.31 2.42 -3.74
N -0.92 2.85 -4.75
H 3.02 -0.94 -2.85
H 3.67 -0.32 -1.30
H 3.37 -2.03 -1.51
H 1.65 -0.94 -0.12
H 0.93 -1.71 -1.54
H 1.55 0.95 -2.34
H 0.49 2.39 -0.53
H 2.09 1.73 -0.21
H 0.65 1.00 0.58
H -0.92 -0.57 -3.61
H -2.15 0.00 0.07
H -1.96 -1.56 -0.74
H -3.74 0.41 -2.12
H -3.79 -2.37 -1.82
N 1.70 -0.62 3.45
C 1.46 -0.44 4.79
C 2.46 0.35 5.29
C 3.33 0.66 4.21
C 2.84 0.05 3.10
H 1.13 -1.16 2.83
H 0.60 -0.89 5.26
H 2.55 0.67 6.31
H 4.22 1.27 4.26
H 3.19 0.03 2.08
```